Density functional theory data (ωB97M-V with the def2-TZVPD basis set) for C41H34F2N7O3Pm as an isolated structure.

Output
Energy above the lowest of the compared OMol25 structures with the same formula, charge and spin, kcal per mole: 0.0
Gap between HOMO and LUMO (alpha / beta), eV: 8.0 / 7.9
Calculated total energy, Eh: -2999.8926

Geometry as ORCA input:
```
! wB97M-V def2-TZVPD RIJCOSX def2/J DEFGRID3
* xyz 0 5
Pm 0.28 0.32 -0.04
C 1.58 1.06 3.27
C 0.20 1.17 3.89
C -0.84 1.93 3.08
C -2.09 2.16 3.62
C -2.98 2.98 2.95
C -2.59 3.55 1.75
C -1.34 3.24 1.26
N -0.48 2.43 1.89
N 1.75 -0.08 2.35
C 3.09 -0.01 1.74
C 3.26 -1.06 0.66
C 4.51 -1.31 0.11
C 4.63 -2.29 -0.85
C 3.51 -3.03 -1.21
C 2.30 -2.70 -0.62
N 2.17 -1.73 0.28
C 1.63 -1.35 3.09
C 0.29 -2.04 2.98
C -0.15 -2.84 4.02
C -1.30 -3.60 3.86
C -1.95 -3.55 2.64
C -1.46 -2.71 1.67
N -0.37 -1.95 1.82
H 2.31 0.97 4.09
H 1.83 1.97 2.73
H 0.31 1.72 4.83
H -0.20 0.20 4.17
H -2.36 1.72 4.58
H -3.97 3.17 3.36
H -3.24 4.21 1.19
H -0.99 3.63 0.31
H 3.87 -0.15 2.50
H 3.22 0.99 1.32
H 5.37 -0.72 0.42
H 5.59 -2.49 -1.31
H 3.56 -3.82 -1.94
H 1.39 -3.22 -0.89
H 1.87 -1.20 4.14
H 2.35 -2.05 2.70
H 0.40 -2.86 4.95
H -1.66 -4.23 4.66
H -2.84 -4.14 2.45
H -1.96 -2.62 0.71
F 5.05 1.19 -3.29
C 3.89 0.50 -3.24
C 3.03 0.69 -2.18
C 1.83 -0.01 -2.08
C 1.52 -0.92 -3.12
C 2.42 -1.06 -4.18
F 2.17 -1.91 -5.21
C 3.61 -0.37 -4.27
C 0.25 -1.69 -3.03
C -0.16 -2.66 -3.94
C -1.39 -3.28 -3.79
C -2.21 -2.94 -2.73
C -1.73 -1.99 -1.84
N -0.53 -1.41 -1.97
H 3.33 1.41 -1.42
H 4.27 -0.51 -5.11
H 0.46 -2.92 -4.78
H -1.71 -4.03 -4.51
H -3.19 -3.37 -2.58
H -2.33 -1.65 -1.01
C -0.66 3.59 -3.43
C -2.03 3.76 -3.39
C -2.79 2.95 -2.56
C -2.17 1.98 -1.78
N -0.84 1.84 -1.82
C -0.11 2.62 -2.62
C -2.93 1.11 -0.84
C -4.31 0.97 -1.03
C -5.09 0.31 -0.09
C -4.47 -0.19 1.05
C -3.09 -0.10 1.18
C -2.25 0.50 0.23
H -0.03 4.20 -4.06
H -2.51 4.52 -3.99
H -3.86 3.11 -2.49
H 0.96 2.47 -2.58
H -4.79 1.37 -1.91
H -6.16 0.21 -0.23
H -5.06 -0.67 1.83
H -2.65 -0.52 2.08
O 1.33 4.25 -0.15
N 1.93 3.35 0.40
O 2.75 3.52 1.30
O 1.70 2.13 0.03
*
```

---

Density functional theory data (ωB97M-V with the def2-TZVPD basis set) for a 2-piece molecular cluster, C3H6OS2 overall at a distorted geometry.

Output
Energy above the lowest of the compared OMol25 structures with the same formula, charge and spin, kcal per mole: 48.2
Gap between HOMO and LUMO, eV: 8.9
Calculated total energy, Eh: -989.4517
SMILES string: C=C(S)C=O.S

Geometry as ORCA input:
```
! wB97M-V def2-TZVPD RIJCOSX def2/J DEFGRID3
* xyz 0 1
C 1.50 1.48 0.13
C 1.08 0.22 0.26
S -0.05 -0.22 1.59
C 1.08 -0.82 -0.88
O 1.55 -0.58 -1.94
H 1.41 2.25 0.95
H 2.13 1.72 -0.68
H 0.63 0.53 2.58
H 0.66 -1.76 -0.45
S -3.53 -0.54 -0.99
H -3.76 -0.61 0.30
H -2.69 -1.67 -0.88
*
```

---

Density functional theory data (ωB97M-V with the def2-TZVPD basis set) for one molecule with the formula C4H9O2P at a distorted geometry.

Output
Energy above the lowest of the compared OMol25 structures with the same formula, charge and spin, kcal per mole: 53.7
Gap between HOMO and LUMO (alpha / beta), eV: 5.8 / 8.2
Calculated total energy, Eh: -649.4106

Geometry as ORCA input:
```
! wB97M-V def2-TZVPD RIJCOSX def2/J DEFGRID3
* xyz 0 3
C -0.71 0.40 -1.10
C -1.66 -0.37 -0.24
C 0.02 -0.31 1.36
C 0.91 0.31 0.30
O -0.95 -1.11 0.75
O 1.43 1.55 0.51
P 2.22 -0.78 -0.40
H -0.34 -0.08 -1.99
H -0.90 1.46 -1.21
H -2.36 0.30 0.27
H -2.22 -1.12 -0.79
H 0.59 -0.96 2.03
H -0.45 0.49 1.97
H 0.81 2.11 1.00
H 2.27 -0.13 -1.62
H 1.34 -1.76 -0.84
*
```

---

Density functional theory data (ωB97M-V with the def2-TZVPD basis set) for C40H43IN2O4P3Pb as an isolated structure.

Output
Gap between HOMO and LUMO, eV: 8.0
Calculated total energy, Eh: -3475.0671

Geometry as ORCA input:
```
! wB97M-V def2-TZVPD RIJCOSX def2/J DEFGRID3
* xyz 1 1
Pb -0.52 0.70 0.39
C -3.22 2.61 -1.49
C -2.81 3.56 -0.56
C -3.29 3.50 0.74
C -4.17 2.48 1.12
C -4.58 1.54 0.19
C -4.11 1.61 -1.12
H -2.86 2.67 -2.51
H -2.14 4.36 -0.85
H -3.01 4.25 1.47
H -4.54 2.43 2.14
H -5.26 0.75 0.48
H -4.44 0.88 -1.86
C -0.78 4.65 1.97
C -1.01 3.45 2.82
N -0.96 2.19 2.43
C -1.19 1.42 3.56
C -1.36 2.24 4.64
N -1.24 3.51 4.14
C -1.59 2.09 6.11
O -1.70 0.88 6.58
O -1.66 3.10 6.77
C -1.14 -0.07 3.48
O -1.36 -0.74 4.50
O -0.88 -0.57 2.33
H -0.89 4.38 0.92
H 0.22 5.06 2.13
H -1.50 5.44 2.20
H -1.34 4.33 4.73
H -1.59 0.20 5.84
I -2.95 -1.69 0.15
C -3.09 -2.86 -1.58
C -4.38 -3.00 -2.01
C -4.71 -3.94 -3.01
C -3.74 -4.74 -3.51
C -2.39 -4.60 -3.09
C -1.44 -5.50 -3.62
C -0.14 -5.45 -3.24
C 0.27 -4.42 -2.38
C -0.58 -3.48 -1.86
P 0.32 -2.08 -1.00
C 1.55 -1.61 -2.29
C 2.80 -1.11 -1.92
C 3.72 -0.70 -2.87
C 3.39 -0.74 -4.22
C 2.13 -1.19 -4.60
C 1.22 -1.63 -3.64
C 1.27 -3.04 0.25
C 0.62 -3.29 1.46
C 1.25 -4.01 2.47
C 2.54 -4.49 2.29
C 3.19 -4.27 1.09
C 2.57 -3.55 0.07
C -2.00 -3.60 -2.14
H -5.16 -2.42 -1.54
H -5.74 -4.04 -3.33
H -3.98 -5.51 -4.23
H -1.78 -6.25 -4.33
H 0.58 -6.16 -3.62
H 1.33 -4.35 -2.16
H 3.06 -1.04 -0.87
H 4.70 -0.35 -2.57
H 4.10 -0.43 -4.97
H 1.85 -1.21 -5.65
H 0.25 -1.99 -3.96
H -0.38 -2.91 1.63
H 0.72 -4.17 3.41
H 3.03 -5.05 3.08
H 4.19 -4.66 0.93
H 3.10 -3.40 -0.85
C 3.08 -0.40 2.04
P 2.09 1.05 1.54
C 2.21 2.05 3.06
C 3.22 1.95 0.40
C 2.65 3.29 -0.12
P 1.04 3.10 -1.01
C 0.74 4.82 -1.57
C 1.58 2.34 -2.58
H 4.03 -0.08 2.47
H 3.27 -1.07 1.20
H 2.52 -0.97 2.78
H 3.26 2.22 3.29
H 1.75 1.49 3.89
H 1.69 3.00 2.97
H 3.42 1.29 -0.44
H 4.16 2.12 0.93
H 3.36 3.76 -0.80
H 2.49 3.99 0.71
H 1.59 5.17 -2.16
H 0.61 5.48 -0.72
H -0.16 4.85 -2.19
H 2.35 2.96 -3.06
H 0.72 2.26 -3.25
H 1.97 1.34 -2.43
*
```

---

Density functional theory data (ωB97M-V with the def2-TZVPD basis set) for C10H12N3O6PtS2 as an isolated structure at a distorted geometry.

Output
Energy above the lowest of the compared OMol25 structures with the same formula, charge and spin, kcal per mole: 47.4
Gap between HOMO and LUMO (alpha / beta), eV: 3.6 / 5.7
Calculated total energy, Eh: -1919.5410

Geometry as ORCA input:
```
! wB97M-V def2-TZVPD RIJCOSX def2/J DEFGRID3
* xyz -2 2
Pt 1.17 -0.13 -0.31
O 3.32 -0.19 -0.03
N 3.93 0.94 0.42
C 5.29 0.80 0.73
C 5.98 1.83 1.29
C 5.34 3.04 1.61
C 3.93 3.06 1.50
C 3.23 2.01 0.97
S 1.49 1.98 0.99
H 5.69 -0.17 0.52
H 7.05 1.71 1.48
H 5.88 3.87 2.04
H 3.36 3.91 1.86
N -0.48 0.16 -1.51
C -1.18 -0.85 -1.37
N -2.55 -0.78 -1.06
C -3.31 0.34 -1.52
C -4.43 0.66 -0.52
O -5.21 -0.48 -0.22
C -4.39 -1.53 0.29
C -3.32 -1.94 -0.72
H -3.77 0.13 -2.50
H -2.62 1.18 -1.61
H -5.12 1.39 -0.93
H -3.98 1.06 0.41
H -5.07 -2.36 0.51
H -3.90 -1.19 1.21
H -3.82 -2.37 -1.61
H -2.66 -2.69 -0.29
O -0.28 -1.87 0.90
S 0.10 -2.69 -0.24
O -0.35 -4.07 -0.09
O 1.47 -2.59 -0.68
O -0.80 -2.17 -1.51
*
```

---

Density functional theory data (ωB97M-V with the def2-TZVPD basis set) for a 2-piece molecular cluster, C38H43N6O2 overall at a distorted geometry.

Output
Gap between HOMO and LUMO, eV: 5.9
Calculated total energy, Eh: -1952.4652

Geometry as ORCA input:
```
! wB97M-V def2-TZVPD RIJCOSX def2/J DEFGRID3
* xyz 1 1
C 7.20 4.47 -0.06
C 6.16 3.37 0.15
N 5.13 3.40 -0.87
C 4.03 2.58 -0.71
C 3.98 1.60 0.31
C 2.83 0.85 0.53
C 1.64 1.11 -0.20
C 0.38 0.48 0.06
C -0.79 1.32 -0.04
C -0.84 2.67 0.43
C -1.96 3.45 0.22
C -3.03 2.97 -0.58
N -4.16 3.74 -0.84
C -4.39 4.91 -0.01
C -5.88 5.26 -0.07
O -6.34 5.39 -1.41
C -6.11 4.25 -2.23
C -4.65 3.79 -2.21
C -2.95 1.66 -1.12
C -1.89 0.85 -0.80
C 1.72 2.09 -1.24
C 2.89 2.77 -1.53
C 5.15 4.29 -2.02
C 6.44 5.09 -2.21
O 7.54 4.60 -1.44
H 6.80 5.42 0.36
H 8.15 4.19 0.42
H 6.68 2.40 0.14
H 5.72 3.51 1.14
H 4.85 1.43 0.94
H 2.79 0.08 1.31
H 0.25 -0.59 -0.12
H 0.01 3.08 0.97
H -1.99 4.48 0.61
H -4.12 4.68 1.02
H -3.79 5.78 -0.37
H -6.44 4.48 0.48
H -6.05 6.25 0.39
H -6.76 3.40 -1.93
H -6.37 4.58 -3.25
H -4.06 4.51 -2.81
H -4.57 2.81 -2.67
H -3.74 1.30 -1.77
H -1.85 -0.16 -1.18
H 0.84 2.30 -1.84
H 2.89 3.48 -2.35
H 4.99 3.71 -2.94
H 4.33 5.02 -1.94
H 6.78 5.02 -3.25
H 6.24 6.14 -1.94
N -2.70 -2.09 -1.09
N -2.43 -2.81 -0.24
N -2.32 -3.58 0.73
C -0.99 -4.17 0.91
C -1.22 -5.59 1.44
C -0.18 -6.52 1.41
C -0.40 -7.85 1.80
C -1.66 -8.25 2.22
C -2.70 -7.32 2.30
C -2.47 -5.98 1.93
C -0.24 -4.19 -0.42
C -0.94 -4.58 -1.56
C -0.37 -4.39 -2.82
C 0.94 -3.90 -2.92
C 1.69 -3.66 -1.76
C 1.11 -3.85 -0.50
C -0.27 -3.29 1.95
C -1.13 -3.12 3.21
C -0.66 -1.80 3.82
C 0.10 -1.05 2.70
N 0.08 -1.92 1.53
H 0.81 -6.20 1.06
H 0.43 -8.56 1.75
H -1.84 -9.30 2.49
H -3.69 -7.61 2.66
H -3.29 -5.26 1.98
H -1.91 -5.09 -1.46
H -0.97 -4.61 -3.70
H 1.38 -3.74 -3.90
H 2.72 -3.32 -1.81
H 1.72 -3.74 0.40
H 0.65 -3.85 2.23
H -2.18 -3.08 2.90
H -1.02 -3.99 3.87
H -1.49 -1.19 4.21
H 0.03 -2.00 4.64
H -0.36 -0.09 2.46
H 1.13 -0.83 3.02
H 0.99 -1.90 1.08
*
```

---

Density functional theory data (ωB97M-V with the def2-TZVPD basis set) for a 2-piece molecular cluster, C2H9N3O overall at a distorted geometry.

Output
Energy above the lowest of the compared OMol25 structures with the same formula, charge and spin, kcal per mole: 22.9
Gap between HOMO and LUMO, eV: 9.5
Calculated total energy, Eh: -320.4015

Geometry as ORCA input:
```
! wB97M-V def2-TZVPD RIJCOSX def2/J DEFGRID3
* xyz 2 1
C 1.74 -0.18 -0.05
C 0.91 0.99 0.15
N 1.96 -0.92 -1.12
N 2.19 -0.64 1.11
N -2.57 0.17 -0.05
O 1.47 2.13 -0.02
H 2.42 -1.82 -1.02
H 1.75 -0.57 -2.02
H 2.87 -1.38 1.09
H -3.27 0.79 0.48
H 2.15 0.00 1.83
H -2.98 0.22 -0.95
H -1.53 0.39 -0.12
H -2.78 -0.78 0.06
H 1.02 2.88 0.41
*
```

---

Density functional theory data (ωB97M-V with the def2-TZVPD basis set) for C37H45FGaN3Si2 as an isolated structure.

Output
Energy above the lowest of the compared OMol25 structures with the same formula, charge and spin, kcal per mole: 61.6
Gap between HOMO and LUMO, eV: 7.9
Calculated total energy, Eh: -4204.7804

Geometry as ORCA input:
```
! wB97M-V def2-TZVPD RIJCOSX def2/J DEFGRID3
* xyz 0 1
Ga 0.26 -0.17 -0.18
C -0.73 3.55 1.36
Si -1.20 2.35 2.71
C -2.98 1.82 2.46
C -0.92 2.91 4.49
C -1.37 3.96 5.31
C -1.02 3.98 6.65
C -0.22 2.97 7.19
C 0.23 1.93 6.39
C -0.11 1.89 5.04
Si 0.32 0.79 3.55
C 2.12 1.01 3.11
C -0.09 -1.01 3.78
H -1.45 4.37 1.31
H -0.71 3.04 0.40
H 0.27 3.98 1.54
H -3.62 2.69 2.30
H -3.35 1.29 3.34
H -3.08 1.15 1.60
H -1.99 4.75 4.90
H -1.36 4.79 7.28
H 0.04 3.00 8.24
H 0.86 1.15 6.83
H 2.75 0.38 3.75
H 2.41 2.05 3.26
H 2.33 0.74 2.07
H 0.57 -1.45 4.53
H 0.05 -1.58 2.85
H -1.13 -1.14 4.11
C 2.59 1.02 -4.17
C 2.64 -0.38 -4.78
C 3.79 -1.20 -4.18
C 1.30 -1.06 -4.63
C -0.44 -1.98 -5.58
C -1.77 -2.43 -5.07
C -2.21 -2.47 -3.81
C -1.56 -2.06 -2.53
C -2.35 -2.52 -1.30
C -2.34 -4.04 -1.14
C -3.79 -2.01 -1.35
C -0.07 -1.79 -2.41
N 0.55 -1.87 -1.12
C 1.15 -3.04 -0.72
C 1.12 -4.26 -1.42
C 1.75 -5.40 -0.91
C 2.42 -5.37 0.30
C 2.45 -4.18 1.02
C 1.83 -3.08 0.50
F 1.87 -1.92 1.21
H 3.56 1.51 -4.24
H 2.32 0.95 -3.11
H 1.85 1.65 -4.66
H 2.83 -0.28 -5.86
H 3.73 -1.20 -3.09
H 4.75 -0.76 -4.46
H 3.78 -2.23 -4.53
H -0.40 -2.16 -6.65
H -2.47 -2.78 -5.82
H -3.21 -2.86 -3.68
H -1.85 -2.09 -0.44
H -2.77 -4.54 -2.01
H -2.94 -4.33 -0.27
H -1.33 -4.42 -0.99
H -4.43 -2.63 -1.98
H -3.86 -0.99 -1.74
H -4.23 -2.01 -0.34
H 0.59 -4.32 -2.36
H 1.70 -6.32 -1.48
H 2.90 -6.26 0.69
H 2.95 -4.10 1.98
N -2.31 1.46 -1.38
C -1.98 1.47 -2.74
C -2.32 2.58 -3.51
C -1.92 2.66 -4.83
C -1.17 1.63 -5.38
C -0.82 0.50 -4.63
C 0.05 -0.51 -5.31
C 0.83 -2.49 -4.91
C 0.96 -1.98 -3.51
N -1.02 -0.67 -2.38
C -1.25 0.41 -3.30
H -2.99 2.16 -1.12
H -2.54 0.55 -1.01
H -2.88 3.39 -3.06
H -2.18 3.52 -5.43
H -0.84 1.69 -6.41
H 0.35 -0.08 -6.26
H 1.40 -3.34 -5.25
H 1.86 -2.36 -3.06
*
```